1.
A structure of composition C48H28Cl2LaN9O3, computed with the ωB97M-V functional and the def2-TZVPD basis.

Geometry as XYZ:
```
91
Properties=species:S:1:pos:R:3:forces:R:3:mulliken_charge:R:1
La -0.3869 -1.5663 -0.3137 0.79 0.57 -0.45 1.49
Cl -2.3535 0.0296 2.0220 -0.21 -0.81 -0.38 -0.18
Cl 1.1355 3.5772 3.8657 1.50 0.33 0.64 -0.25
O 7.6682 4.7669 8.2572 -0.82 -2.95 -1.03 -0.17
O 2.4207 -2.7944 2.4772 1.29 -2.86 0.13 -0.74
O 0.8904 -1.4154 1.7709 -1.05 0.56 -0.79 -0.83
N 1.8431 -2.4703 -3.5313 -1.09 -0.25 0.78 -0.63
N -2.4551 1.7139 -0.8775 -0.09 -1.26 -0.40 -0.39
N -2.7981 -2.5367 -2.9984 -0.17 -1.14 1.43 -0.67
N -2.2213 -0.5836 -1.4776 0.53 -0.54 -0.86 -0.65
N -0.4631 -2.3949 -2.7635 0.10 0.05 0.86 -0.01
N 0.2975 0.8514 3.1259 -0.11 -0.88 -0.58 1.33
N -0.1430 0.9673 -0.6347 -0.03 0.56 0.53 0.08
N 2.2683 1.2242 -0.6176 -1.43 1.45 0.90 -0.22
N 1.6963 -0.8374 -1.7301 0.09 -0.34 -0.61 -0.15
C -1.2169 4.4386 -0.8772 2.31 0.76 1.01 0.09
C -0.6747 1.8155 2.9750 0.78 1.85 0.50 -1.73
C 0.8196 0.4428 4.3805 -0.71 0.55 -1.07 0.54
C -2.9167 0.4706 -1.2495 0.01 1.83 1.06 -0.06
C 0.5742 0.1678 6.6939 0.89 -0.13 0.63 -0.73
C 5.0605 0.4793 -1.3526 1.42 -1.01 -0.35 -0.49
C 0.5519 -2.7971 -3.5083 3.71 -1.48 -1.37 0.23
C 3.8118 -1.2928 -2.5776 -0.13 0.51 1.18 -0.02
C 2.5337 -0.7338 5.6500 -0.38 0.43 -1.97 -0.91
C -0.3855 3.1474 3.3146 -2.14 0.21 -0.54 1.49
C 2.7265 -0.5647 3.1313 -1.52 1.80 -1.63 -0.85
C -2.8763 -2.6678 -0.4610 0.62 -0.36 0.58 -1.69
C -0.0418 -5.6997 -6.0744 1.15 1.10 1.09 -0.49
C 1.5169 4.2820 -0.1705 2.37 -1.60 0.30 -0.36
C 1.7831 -0.5418 6.7615 -0.32 -0.27 1.68 -0.50
C -3.0328 -1.8081 -1.7035 -2.18 1.53 -1.27 2.22
C -5.7457 -1.7723 -1.7267 2.42 -0.16 -0.50 -0.73
C -0.5626 3.2209 -0.5817 -2.47 0.60 -0.64 0.09
C 0.9809 5.4760 -0.4573 -1.28 -0.23 -0.11 -0.72
C 1.9761 -1.6963 2.3767 -0.09 1.86 0.70 0.35
C 2.5652 0.0711 -1.1705 1.00 -1.10 -0.30 -0.13
C -5.4816 0.9249 -0.9700 -0.59 -0.12 -0.65 0.02
C 0.0960 0.7103 5.5374 0.31 -0.25 0.24 -0.40
C -1.9060 1.6662 2.3644 0.08 -2.07 0.10 1.25
C 0.1672 -3.9712 -4.4349 -0.84 1.49 0.34 0.01
C 7.3775 3.7127 7.8899 0.82 2.95 1.03 0.17
C -1.3331 4.1722 3.1263 1.30 -1.16 -0.23 -0.81
C -1.6149 -2.9618 -3.2484 -0.31 0.05 -0.28 -0.08
C 2.0367 -0.2463 4.4196 -0.03 -0.31 0.12 0.30
C -2.8285 2.6185 2.0673 -0.32 0.74 0.30 -0.70
C -6.7529 0.3268 -1.0383 0.23 0.83 0.31 -0.63
C 0.7834 3.1393 -0.3075 -1.41 -2.36 -0.49 1.10
C -4.4669 -1.1564 -1.7770 -0.60 -0.44 2.04 -0.70
C 0.8059 -4.7522 -5.3961 -1.39 0.16 0.39 -0.03
C -1.1199 1.8672 -0.6942 -1.23 0.42 -0.64 -0.57
C -0.3953 5.5641 -0.8090 0.77 0.06 0.47 -0.87
C 1.0315 1.6999 -0.4572 2.63 -0.62 0.43 -1.18
C -1.2069 -4.0741 -4.2133 -0.86 -0.17 -0.02 -0.41
C 3.9156 -0.2390 -1.5994 -1.86 -0.19 -0.72 0.32
C 6.1310 -1.0431 -2.9794 0.52 0.41 0.45 -0.42
C -6.8368 -1.0293 -1.3822 -1.75 -0.07 0.45 -0.51
C 6.1807 0.0461 -2.0548 -0.39 0.31 -0.54 -0.51
C -2.5297 3.8968 2.4868 -0.18 1.45 -0.12 -0.44
C 4.9933 -1.7944 -3.1872 -1.19 0.68 -0.17 -0.28
C -4.3693 0.1473 -1.2920 0.02 0.15 -1.16 0.86
C -1.3899 -5.9093 -5.7844 -0.66 0.56 1.12 -0.61
C -1.9798 -5.0837 -4.7733 0.48 0.24 -0.98 -0.17
C 2.3783 -1.5678 -2.6287 0.20 -0.70 -0.28 -0.30
H -2.0364 -6.6764 -6.2817 0.96 0.73 0.36 0.32
H 1.7046 6.2396 -0.3986 0.01 1.61 -0.06 0.47
H 0.4916 -6.2546 -6.7912 0.14 -0.96 -1.06 0.40
H -0.9237 5.1450 3.3406 -0.58 0.44 0.04 0.40
H 7.0515 -1.2061 -3.5386 -0.16 -0.40 0.11 0.33
H 2.7635 0.3831 2.4624 0.09 -1.49 1.00 0.09
H -7.8161 -1.5435 -1.2936 0.59 0.43 -0.18 0.28
H -3.6467 -2.6060 0.3693 0.68 0.04 -1.33 0.10
H 2.1662 -0.9950 7.6917 -0.53 0.48 -0.26 0.30
H 0.2674 0.1165 2.3904 0.47 0.26 0.78 -0.27
H 3.4708 -1.2764 5.6599 -0.04 -0.01 0.03 0.41
H -0.7548 6.5669 -0.8899 -0.63 0.42 -0.44 0.34
H -5.3571 1.9943 -0.8017 0.00 -0.26 0.34 0.46
H -7.6667 0.9282 -0.7811 0.98 -0.77 -0.31 0.30
H 1.8716 -4.5434 -5.5969 -0.71 -0.54 -0.11 0.45
H -3.1597 4.7582 2.2450 -0.05 -0.46 0.07 0.31
H -2.6985 -3.6702 -0.8151 -0.39 -0.80 0.24 0.56
H 7.0914 0.6313 -2.0386 0.18 -0.10 0.26 0.35
H 3.6706 -0.9755 3.3251 1.51 -0.24 0.17 0.53
H 4.9238 -2.6498 -3.8655 0.21 0.37 0.13 0.42
H -2.2440 4.6172 -1.0667 -0.86 -0.57 -0.23 0.61
H 2.5627 4.1183 0.0926 -0.03 0.49 -0.11 0.39
H -3.0292 -5.1200 -4.5015 0.00 -0.20 -0.15 0.49
H 0.0075 0.3759 7.5652 -0.32 -0.11 0.97 0.41
H -5.7409 -2.8480 -1.8745 -0.46 0.07 -0.15 0.39
H -3.7397 2.3345 1.5562 0.15 0.16 -0.01 0.35
H -0.8286 1.2806 5.6165 0.19 -0.12 -0.62 0.38
H 5.0670 1.2426 -0.5915 0.08 0.32 -0.13 0.46
```
Positions in Å, forces in eV/Å.

Results
* HOMO energy (alpha / beta): -0.6 / -0.6 eV
* energy relative to the best compared isomer or geometry (same formula, charge and spin): 54.8 kcal per mole
* total charge: -2
* lowest unoccupied orbital energy (alpha / beta): 3.59 / 3.59 eV
* orbital gap (alpha / beta): 4.19 / 4.21 eV

***

2.
A structure of composition C21H27BrCdN2O3, computed with the ωB97M-V functional and the def2-TZVPD basis.

Geometry as XYZ:
```
55
Properties=species:S:1:pos:R:3:forces:R:3:mulliken_charge:R:1
Cd 0.0163 1.9032 0.8072 0.28 -0.16 -0.11 1.12
Br -2.5690 0.7159 2.5716 -0.25 -0.31 -0.26 -0.25
O 2.3620 3.4354 0.5763 -0.15 -0.10 0.00 -0.13
O 1.5223 0.3616 0.5911 -0.31 1.12 0.65 -0.91
O 3.6707 -0.8435 1.0527 -0.26 0.27 0.21 -0.76
N -0.9738 -0.6075 0.3179 -0.41 0.41 0.26 -0.47
N 0.0162 -1.1546 -0.3326 0.30 -0.71 -0.36 0.20
C 1.2722 -0.3675 -0.5115 -0.63 -0.28 -1.17 0.95
C 3.3770 -2.7451 -2.5953 -0.12 -0.15 -0.23 -0.79
C 4.5901 -2.2493 -0.5916 -0.04 0.07 0.17 -0.61
C -4.9792 -2.1343 0.5790 -0.07 -0.34 -0.34 0.49
C -4.3947 -1.1118 1.4395 0.54 0.47 0.21 -0.84
C -6.3245 -4.1220 0.3113 -0.05 -0.06 0.00 -0.46
C 2.9579 3.9474 -0.5974 0.04 0.15 -0.35 -0.34
C -4.6926 -2.1785 -0.7855 -0.07 0.06 0.04 -0.46
C -5.1965 -3.1874 -1.5852 0.03 -0.11 -0.05 -0.55
C 2.0605 3.6542 -1.7902 0.12 0.00 0.44 -0.95
C -3.1231 -0.6808 1.3526 -0.82 0.50 0.76 0.31
C 2.3879 -1.3163 -0.9202 -0.03 0.28 0.19 -0.07
C 3.5378 -1.4545 -0.1313 0.05 -0.24 -0.25 0.18
C 3.2097 3.5217 1.7036 0.17 0.05 0.26 -0.24
C -5.9927 -4.1796 -1.0338 0.03 0.03 -0.03 -0.45
C 2.5492 2.8268 2.8818 -0.01 0.14 -0.45 -1.18
C -2.0827 -1.2224 0.5304 0.72 -0.37 -0.43 -0.61
C -5.8364 -3.1022 1.1074 0.12 0.10 -0.01 -0.42
C 4.5121 -2.8843 -1.8114 -0.02 0.01 0.03 -0.41
C -1.1490 3.7017 0.7911 0.07 -0.28 0.07 -1.41
C 2.3280 -1.9653 -2.1461 0.07 0.00 0.07 -0.46
H -6.0964 -3.0682 2.1549 -0.01 0.02 0.13 0.41
H 2.3919 1.7776 2.6332 -0.02 -0.08 0.09 0.21
H 1.9528 2.5758 -1.9059 -0.04 -0.05 -0.07 0.10
H 1.0764 4.0991 -1.6442 -0.04 0.01 -0.02 0.24
H 2.5020 4.0640 -2.6960 0.00 0.00 -0.07 0.39
H 3.3162 -3.2363 -3.5545 -0.02 -0.04 -0.09 0.39
H -0.5064 4.5564 0.6136 0.19 0.08 -0.06 0.32
H 2.8485 -0.2683 1.1281 0.36 -0.14 0.13 0.36
H -2.2614 -2.2284 0.1426 0.11 0.06 0.01 0.59
H 1.0673 0.2877 -1.4056 0.17 -0.21 0.39 0.09
H 3.9434 3.4780 -0.7508 -0.13 0.11 0.09 0.33
H 5.3391 -3.4868 -2.1588 0.05 -0.04 -0.01 0.38
H -4.0923 -1.3920 -1.2165 0.08 0.05 -0.09 0.55
H 3.1054 5.0360 -0.4916 0.05 -0.20 0.01 0.32
H 5.4581 -2.3450 0.0421 0.13 0.00 0.05 0.43
H -1.6276 3.8314 1.7582 -0.04 -0.04 0.11 0.36
H -5.0416 -0.6962 2.2008 0.08 0.03 0.10 0.40
H -6.3529 -4.9900 -1.6494 -0.09 -0.04 -0.06 0.38
H 1.4461 -1.8411 -2.7614 -0.07 0.05 -0.10 0.40
H 1.5893 3.2979 3.1074 0.03 -0.01 0.08 0.26
H 3.1928 2.8867 3.7556 -0.02 -0.01 0.10 0.40
H 4.1710 3.0374 1.4755 -0.08 0.08 0.02 0.34
H 3.4052 4.5815 1.9382 0.01 -0.16 -0.06 0.34
H -1.9315 3.6895 0.0356 0.00 -0.13 -0.07 0.40
H -0.0337 -2.1237 -0.6381 0.02 0.19 0.10 0.37
H -6.9609 -4.8812 0.7448 -0.03 -0.02 0.01 0.37
H -4.9565 -3.2028 -2.6394 -0.01 -0.02 -0.05 0.38
```
Positions in Å, forces in eV/Å.

Results
* HOMO energy: -7.9 eV
* total charge: 0
* lowest unoccupied orbital energy: 0.09 eV
* orbital gap: 7.99 eV

***

3.
A cluster of 2 separate species, CH2N2O3 in total, computed with the ωB97M-V functional and the def2-TZVPD basis.

Geometry as XYZ:
```
8
Properties=species:S:1:pos:R:3:forces:R:3:mulliken_charge:R:1
O -2.2043 1.5547 0.9131 0.44 -0.91 -1.42 -0.40
O 1.0198 0.8840 0.9023 -0.49 0.60 -0.33 -0.43
O -1.1912 0.1526 -0.4217 0.06 -0.51 -0.73 -0.32
N -2.1380 0.9173 -0.1084 -0.53 1.00 1.72 0.49
N 0.5853 0.0339 0.1770 0.39 1.81 2.36 0.45
C 1.1246 -0.9588 -0.3481 3.72 0.30 -0.19 -0.38
H 2.2859 -0.9330 -0.3348 -2.28 -0.47 0.07 0.25
H 0.5180 -1.6507 -0.7792 -1.29 -1.83 -1.48 0.34
```
Positions in Å, forces in eV/Å.

Results
* HOMO energy (alpha / beta): -9.9 / -9.5 eV
* energy relative to the best compared isomer or geometry (same formula, charge and spin): 130.0 kcal per mole
* total charge: 0
* lowest unoccupied orbital energy (alpha / beta): -1.13 / -1.58 eV
* orbital gap (alpha / beta): 8.77 / 7.91 eV